ORCA calculation (the ωB97M-V functional and the def2-TZVPD basis) on C8H11NO2S3 in the gas phase in a non-equilibrium geometry.

```
! wB97M-V def2-TZVPD RIJCOSX def2/J DEFGRID3
* xyz 0 1
C 0.562 2.634 -0.165
C -0.877 2.565 -0.693
O -1.202 1.162 -0.932
C -2.198 0.629 -0.254
O -2.782 1.200 0.626
C -2.318 -0.834 -0.593
S -3.994 -1.204 -0.097
C -1.190 -1.407 0.286
S -1.283 -1.810 1.865
S 0.361 -1.052 -0.556
C 1.526 -1.965 0.716
C 2.908 -2.053 0.194
C 3.307 -0.755 -0.298
N 3.761 0.208 -0.691
H 0.765 1.808 0.425
H 1.339 2.501 -0.919
H 0.636 3.510 0.388
H -0.750 2.986 -1.651
H -1.503 2.953 -0.029
H -2.190 -0.934 -1.704
H -3.907 -0.830 1.225
H 1.551 -1.406 1.679
H 1.030 -2.916 0.834
H 2.922 -2.698 -0.763
H 3.526 -2.293 1.106
*
```

Computed properties:
**Largest force on an atom**: 5.569 eV/A
**HOMO-LUMO gap**: 8.31 eV
**Structure (SMILES)**: CCOC(=O)[C@H](S)C(=S)SCCC#N
**HOMO energy**: -9.105 eV
**E**: -1711.155625 Ha